1) 19
Properties=species:S:1:pos:R:3:lowdin_charge:R:1 method="wB97M-V/def2-TZVPD" e_homo_ev=-8.34 spin_multiplicity=1 homo_lumo_gap_ev=9.10
C 0.6233 1.1761 -0.1523 -0.339
C 0.2001 -0.1952 -0.2114 -0.479
C -1.1261 0.2343 1.0778 -0.133
C 1.1772 -1.1985 0.3586 -0.056
C -0.4748 -0.6620 -1.4815 -0.054
O -0.1679 2.1678 -0.7211 -0.067
O -1.1078 -0.6720 2.1439 -0.080
H 0.0691 2.1395 -1.6699 0.102
H -1.1762 -0.1598 2.9628 0.091
H 1.1359 1.4807 0.7596 0.118
H 1.7223 1.1228 -1.0919 0.180
H -2.0278 0.0369 0.4994 0.093
H -1.2262 1.2460 1.4752 0.109
H 1.9492 -1.4306 -0.3802 0.084
H -1.2155 0.0615 -1.8272 0.079
H 0.6653 -2.1348 0.5999 0.088
H 1.6773 -0.8236 1.2534 0.085
H 0.2684 -0.7636 -2.2777 0.086
H -0.9660 -1.6255 -1.3177 0.092


2) 19
Properties=species:S:1:pos:R:3:lowdin_charge:R:1 method="wB97M-V/def2-TZVPD" e_homo_ev=-9.86 smiles="C=CCC=C.O.O" spin_multiplicity=1 homo_lumo_gap_ev=10.59
C 0.7255 -2.3266 0.5658 -0.014
C 0.5004 -1.1007 0.0999 -0.183
C -0.9368 -0.6460 0.0116 -0.233
C -1.2595 0.8184 -0.2080 -0.180
C -1.2125 1.8004 0.6780 -0.010
H 1.7191 -2.7446 0.3892 0.053
H 0.0615 -3.1063 0.9050 0.062
H 1.3827 -0.5721 -0.2275 0.096
H -1.4387 -1.2595 -0.7470 0.111
H -1.5404 -0.9158 0.9004 0.123
H -1.4031 1.0403 -1.2618 0.090
H -1.2342 2.8433 0.3786 0.070
H -1.1284 1.6584 1.7333 0.045
O 0.5788 -0.7202 -3.4700 -0.054
H 1.4679 -0.8035 -3.1505 0.018
H 0.0514 -0.4144 -2.7000 0.022
O 1.1586 2.4290 2.2030 -0.062
H 0.6035 1.6519 2.2957 0.005
H 1.9042 2.3681 1.6042 0.039


3) 19
Properties=species:S:1:pos:R:3:lowdin_charge:R:1 method="wB97M-V/def2-TZVPD" e_homo_ev="-7.54 / -7.38" spin_multiplicity=1 homo_lumo_gap_ev="8.14 / 7.96"
C 2.6289 0.3824 -0.9253 -0.093
O 1.3348 0.5219 -0.8148 -0.117
C 0.5515 -0.0167 0.0575 -0.192
C -0.9256 0.1567 -0.0732 -0.341
C -1.6338 -1.1977 -0.0875 -0.069
C -1.4754 1.0377 1.0543 -0.257
O -0.9524 2.3428 1.0280 -0.052
H 3.1986 0.0104 -0.0834 0.071
H 2.1153 -1.7184 -1.1606 0.060
H 3.0604 0.9530 -1.7225 0.061
H 1.4591 -1.9669 -0.8577 0.072
H 1.0189 -0.5015 0.9094 0.133
H -1.1200 0.6802 -1.0149 0.152
H -2.7181 -1.0715 -0.1715 0.080
H -1.4221 -1.7560 0.8304 0.084
H -1.2893 -1.8008 -0.9284 0.076
H -2.5594 1.1451 0.9511 0.125
H -1.2804 0.5439 2.0210 0.126
H 0.0091 2.2554 0.9881 0.081


4) 19
Properties=species:S:1:pos:R:3:lowdin_charge:R:1 method="wB97M-V/def2-TZVPD" e_homo_ev=-8.61 smiles="C=C/C=C/C.O.O" spin_multiplicity=1 homo_lumo_gap_ev=9.24
C -2.5279 0.1644 -1.4567 0.005
C -2.1577 -0.1935 -0.2210 -0.182
C -0.7722 -0.0364 0.2334 -0.143
C -0.3508 0.0852 1.4965 -0.150
C 1.0320 0.6443 1.7722 -0.107
H -3.5492 0.0270 -1.7902 0.049
H -1.8999 0.6674 -2.1830 0.043
H -2.9156 -0.6846 0.3802 0.097
H -0.2031 0.3221 -0.6179 0.077
H -1.0022 -0.0090 2.3538 0.103
H 1.6493 0.1979 2.5434 0.069
H 1.4761 0.8905 0.8134 0.067
H 0.7811 1.6350 2.1946 0.079
O 0.5849 0.9185 -2.9482 -0.049
H 1.2401 1.2317 -3.5516 0.023
H 0.7115 1.4791 -2.1712 0.032
O 2.8388 -2.3725 1.3221 -0.053
H 1.9393 -2.0441 1.2245 0.018
H 3.1254 -2.9231 0.6057 0.023


Energy comparison, zero being the most stable, in kcal/mol: 1) 32.1; 2) 13.6; 3) 64.1; 4) 0.0.


1) 19
Properties=species:S:1:pos:R:3:lowdin_charge:R:1 method="wB97M-V/def2-TZVPD" e_homo_ev="-8.21 / -8.88" spin_multiplicity=1 homo_lumo_gap_ev="7.93 / 9.30"
C -1.4219 2.4279 0.0267 -0.105
C -0.8846 1.1808 0.7253 -0.095
C 0.1134 0.3788 -0.0515 -0.468
O 1.3984 0.6811 0.4629 -0.033
C -0.2005 -1.1211 -0.0953 -0.176
C 0.9094 -1.9301 -0.7893 -0.231
O 2.0772 -1.9006 0.0361 -0.086
H -2.1579 2.9794 0.6150 0.065
H -0.5702 3.1306 -0.1060 0.094
H -1.8112 2.2644 -0.9863 0.072
H -1.6306 -0.7465 1.7301 0.170
H -0.5663 1.3827 1.7378 0.078
H 0.0802 0.7600 -1.0919 0.143
H 1.8751 -0.1577 0.5841 0.062
H -1.1514 -1.2889 -0.6075 0.106
H -0.6471 -1.3904 1.0322 0.061
H 1.1728 -1.5448 -1.7979 0.131
H 0.5681 -2.9617 -0.9317 0.111
H 2.8470 -2.1440 -0.4925 0.102


2) 19
Properties=species:S:1:pos:R:3:lowdin_charge:R:1 method="wB97M-V/def2-TZVPD" e_homo_ev=-9.86 smiles="CC(C)CC=O.O" spin_multiplicity=1 homo_lumo_gap_ev=10.39
C 0.2153 1.7810 -0.0775 -0.085
C 0.7188 0.3913 0.3143 -0.474
C 0.0305 -0.6636 -0.4698 -0.118
C 2.2682 0.3688 0.3084 -0.143
C 2.7326 1.2846 1.4216 -0.279
O 3.8169 1.7953 1.3573 0.053
H -0.8905 1.7101 -0.0434 0.084
H 0.3044 1.8845 -1.1809 0.092
H 0.6272 2.5977 0.5127 0.074
H 0.4434 0.1905 1.4600 0.162
H 0.6245 -1.5847 -0.6462 0.080
H -0.8759 -1.0743 0.0620 0.088
H -0.4604 -0.4481 -1.4492 0.085
H 2.7032 0.8358 -0.5608 0.116
H 2.6519 -0.6459 0.2029 0.120
H 1.9441 1.5652 2.2348 0.144
O -5.8736 -3.6161 -1.1518 -0.068
H -5.2381 -3.3967 -1.8509 0.037
H -5.7422 -2.9752 -0.4436 0.031


Energy comparison, zero being the most stable, in kcal/mol: 1) 93.6; 2) 0.0.


1) 19
Properties=species:S:1:pos:R:3:lowdin_charge:R:1 method="wB97M-V/def2-TZVPD" e_homo_ev=-9.65 smiles="C=C(C)CO.CO" spin_multiplicity=1 homo_lumo_gap_ev=10.53
C 0.2683 -1.1241 0.9886 0.036
C -0.9110 -0.5634 0.7123 -0.363
C -2.0845 -1.3368 0.1768 -0.062
C -1.1553 0.9168 0.9414 -0.253
O -0.0068 1.6635 1.2384 -0.071
H 0.4439 -2.1872 0.8438 0.070
H 1.0716 -0.5280 1.4138 0.074
H -2.4563 -0.8943 -0.7557 0.083
H -2.9181 -1.3210 0.8897 0.086
H -1.8239 -2.3807 -0.0178 0.077
H -1.6866 1.3228 0.0634 0.128
H -1.8389 1.0271 1.7939 0.132
H 0.5169 1.7007 0.4170 0.062
C 2.4283 0.7037 -1.5642 -0.144
O 1.0586 0.9145 -1.2731 -0.147
H 2.5758 -0.1204 -2.2771 0.082
H 2.8029 1.6244 -2.0187 0.082
H 3.0189 0.4952 -0.6599 0.082
H 0.6964 0.0871 -0.9126 0.046


2) 19
Properties=species:S:1:pos:R:3:lowdin_charge:R:1 method="wB97M-V/def2-TZVPD" e_homo_ev=-9.91 spin_multiplicity=1 homo_lumo_gap_ev=10.67
C -1.4332 0.0123 2.0056 -0.060
C -1.0742 -0.1839 0.5714 -0.549
C 0.4485 -0.0435 0.3186 -0.133
C 0.8020 0.2083 -1.0058 -0.341
C 2.2310 -0.0300 -1.3688 -0.028
H -1.7816 -1.1695 2.4290 0.156
H -2.4330 0.8770 2.2533 0.180
H -0.6685 0.2201 2.6404 -0.001
H -1.3130 -1.2888 0.0837 0.190
H -1.6694 1.4684 0.0608 0.098
H 0.4184 0.8819 0.8889 0.129
H 0.7541 -0.6824 1.0558 0.110
H 0.4413 0.9448 -1.3441 0.042
H 2.8309 0.7488 -0.8533 0.097
H 2.4312 0.0757 -2.3612 0.027
H 2.6447 -1.1763 -1.3441 0.154
H -0.8422 -0.6190 -1.8887 -0.014
O -1.8099 0.5841 -0.2681 -0.024
O 0.0229 -0.8280 -1.8733 -0.034


3) 19
Properties=species:S:1:pos:R:3:lowdin_charge:R:1 method="wB97M-V/def2-TZVPD" e_homo_ev=-7.91 spin_multiplicity=1 homo_lumo_gap_ev=8.65
C -0.3797 0.1284 0.1732 -0.564
C 1.3278 -1.0603 -1.3480 -0.164
C 0.7890 0.5743 -0.5253 -0.072
C -0.1895 -0.6047 1.4781 -0.032
C -0.8901 1.9711 0.6141 0.001
O -1.3571 -0.4016 -0.6394 0.003
O 0.7064 -2.2904 -1.0788 -0.091
H -2.0987 -0.6995 -0.1005 0.116
H -0.2022 -2.2228 -1.3964 0.078
H 1.2504 -0.7997 -2.4088 0.086
H 2.3736 -1.1765 -1.0630 0.087
H 1.6242 0.8171 0.1172 0.102
H 0.6364 1.2311 -1.3721 0.100
H -1.1180 -0.5895 2.0515 0.084
H 0.0744 -1.6475 1.3022 0.082
H 0.5854 -0.1355 2.0780 0.090
H -1.1973 1.9871 1.6585 0.026
H -1.7529 2.1330 -0.0281 0.034
H -0.1824 2.7859 0.4875 0.034


4) 19
Properties=species:S:1:pos:R:3:lowdin_charge:R:1 method="wB97M-V/def2-TZVPD" e_homo_ev=-10.13 smiles=CC[C@@H](O)[C@@H](C)O spin_multiplicity=1 homo_lumo_gap_ev=10.93
C -0.5318 0.7990 2.4286 -0.106
C 0.4018 -0.0551 1.5578 -0.190
C -0.2681 -0.1857 0.1834 -0.365
O -0.5738 1.1399 -0.2487 -0.073
C 0.4213 -0.8292 -1.0263 -0.361
C -0.4144 -0.3740 -2.2674 -0.045
O 1.7659 -0.3557 -1.0219 -0.035
H -0.7206 1.7544 1.9332 0.068
H -1.5052 0.3053 2.5472 0.077
H -0.1235 0.9945 3.4235 0.069
H 1.3742 0.4397 1.4433 0.111
H 0.5878 -1.0243 2.0376 0.114
H -1.2137 -0.7300 0.3162 0.150
H 0.2696 1.4481 -0.6173 0.101
H 0.4276 -1.9331 -0.9757 0.145
H -0.2364 0.6628 -2.5872 0.084
H -0.2278 -1.0250 -3.1204 0.071
H -1.4899 -0.3978 -2.0397 0.089
H 2.1599 -0.5097 -1.8881 0.097


Energy comparison, zero being the most stable, in kcal/mol: 1) 12.8; 2) 109.0; 3) 55.6; 4) 0.0.


1) 15
Properties=species:S:1:pos:R:3:lowdin_charge:R:1 method="wB97M-V/def2-TZVPD" e_homo_ev=-3.72 spin_multiplicity=1 charge=-1 homo_lumo_gap_ev=7.72
C -1.4329 -2.0521 -1.6475 -0.048
C -0.5858 -2.3398 -0.3618 -0.837
O 0.4905 -1.7188 -0.2924 -0.115
O -1.2218 -2.8647 0.5258 -0.074
H -0.9236 -1.1005 -2.0110 0.073
H -2.3879 -1.7057 -1.3860 0.027
H -1.4824 -2.7586 -2.3611 -0.003
C 0.3390 2.1457 0.6776 -0.200
C 1.5747 1.4777 1.2444 -0.185
H 0.5102 2.6670 -0.2422 0.044
H -0.3697 1.3374 0.4155 0.070
H -0.2003 2.8118 1.2960 0.036
H 2.0095 2.2076 2.0051 0.061
H 1.1925 0.4746 1.5773 0.075
H 2.4881 1.4187 0.5604 0.076


2) 15
Properties=species:S:1:pos:R:3:lowdin_charge:R:1 method="wB97M-V/def2-TZVPD" e_homo_ev=-2.21 smiles=[O-]CCCCO spin_multiplicity=1 charge=-1 homo_lumo_gap_ev=6.39
O 1.2020 1.2078 -0.6512 -0.370
C 0.8870 0.3932 -1.6750 -0.517
C -0.4864 -0.4210 -1.2979 -0.224
C -0.4474 -1.0180 0.1054 -0.224
C -0.9067 0.0431 1.1175 -0.283
O -0.2222 -0.0984 2.3691 -0.111
H 1.6362 -0.4199 -1.8264 0.065
H 0.6222 0.9516 -2.6065 0.066
H -0.5178 -1.1955 -2.0878 0.076
H -1.2551 0.3273 -1.4406 0.078
H 0.5749 -1.3158 0.3965 0.103
H -1.0127 -1.9364 0.2869 0.088
H -0.6702 1.0378 0.7439 0.090
H -1.9852 -0.0334 1.3281 0.107
H 0.6996 -0.3053 2.2445 0.059


Energy comparison, zero being the most stable, in kcal/mol: 1) 0.0; 2) 31.9.